Below is 14 unconnected molecules or ions with the total composition C66H168N8O22, with properties calculated with wB97M-V/def2-TZVPD.

Values from the calculation:
Energy relative to the best compared isomer or geometry (same formula, charge and spin) (kcal/mol): 307.2
Calculated total energy (a.u.): -4707.88428
Molecular weight (g mol⁻¹): 1426.10
LUMO energy (eV): 0.36
Orbital gap (eV): 8.771
HOMO (eV): -8.4

Each line ends with the Mulliken charge.
CARTESIAN COORDINATES (ANGSTROEM)
C  6.2233  11.8756  -5.2919  -0.803
O  5.3697  12.3902  -6.2510  -0.301
C  6.0790  13.1555  -7.2270  -0.701
C  5.3879  14.5494  -7.3694  -0.399
N  6.0879  15.3390  -8.3765  -0.422
C  5.3352  16.5886  -8.7318  -0.788
C  5.0186  17.4688  -7.5231  -0.417
O  6.0929  18.0123  -6.6783  -0.336
C  5.5433  19.0543  -5.8159  -0.734
H  5.7405  11.6470  -4.3417  0.282
H  6.8415  12.6406  -4.8220  0.341
H  6.7582  10.9861  -5.6245  0.296
H  6.0929  12.6321  -8.1830  0.324
H  7.1151  13.4675  -7.0955  0.368
H  5.3973  15.0901  -6.4231  0.275
H  4.3335  14.3132  -7.5128  0.346
H  6.9998  15.5895  -8.0218  0.307
H  4.3854  16.3303  -9.2001  0.335
H  6.0223  17.0845  -9.4174  0.387
H  4.3554  17.0348  -6.7748  0.381
H  4.4054  18.2492  -7.9738  0.393
H  4.9515  18.6524  -4.9935  0.302
H  4.8925  19.8245  -6.2298  0.310
H  6.4241  19.5423  -5.3987  0.257
C  -1.3423  -18.3458  0.3729  -0.727
O  -2.1893  -17.2214  -0.0039  -0.344
C  -3.6380  -17.4818  0.0783  -0.746
C  -4.5268  -16.3759  -0.5132  -0.298
N  -4.5278  -15.2000  0.3345  -0.422
C  -5.0824  -14.0376  -0.2563  -0.733
C  -6.6019  -14.1028  -0.3133  -0.556
O  -7.0367  -14.6083  -1.6065  -0.314
C  -8.4684  -14.8917  -1.6985  -0.793
H  -0.2840  -18.0859  0.3473  0.269
H  -1.4477  -18.9734  -0.5121  0.297
H  -1.7423  -18.9029  1.2201  0.282
H  -3.8491  -17.6772  1.1297  0.345
H  -3.8204  -18.4291  -0.4291  0.439
H  -5.4773  -16.9028  -0.5964  0.203
H  -4.2396  -16.0029  -1.4963  0.341
H  -3.5867  -15.0469  0.6676  0.255
H  -4.6965  -14.0407  -1.2757  0.395
H  -4.7771  -13.1814  0.3453  0.425
H  -7.0425  -13.1553  -0.0032  0.437
H  -6.9141  -14.8540  0.4122  0.354
H  -8.9680  -13.9518  -1.9329  0.319
H  -9.0223  -15.5185  -0.9997  0.310
H  -8.4916  -15.4433  -2.6383  0.263
C  -15.9266  -10.8402  3.3746  -0.820
O  -14.6790  -10.5828  4.0217  -0.332
C  -13.5959  -10.2713  3.1370  -0.654
C  -12.3327  -10.0185  3.9519  -0.497
N  -12.0138  -11.2818  4.5977  -0.483
C  -11.0683  -11.0997  5.7360  -0.727
C  -9.6221  -10.6426  5.3626  -0.666
O  -9.5776  -9.1795  5.2693  -0.283
C  -8.3060  -8.7355  5.0428  -0.889
H  -16.0090  -11.7741  2.8188  0.331
H  -16.1871  -10.0594  2.6601  0.299
H  -16.8617  -10.9201  3.9290  0.294
H  -14.0124  -9.5892  2.3958  0.505
H  -13.3203  -11.1830  2.6070  0.301
H  -12.5835  -9.2771  4.7105  0.307
H  -11.5016  -9.6210  3.3694  0.383
H  -12.8939  -11.5527  5.0124  0.259
H  -10.9354  -12.0460  6.2604  0.439
H  -11.4326  -10.4118  6.4990  0.368
H  -9.1789  -11.1439  4.5021  0.375
H  -8.9649  -10.9733  6.1669  0.502
H  -7.5871  -8.9638  5.8296  0.334
H  -8.1933  -7.6753  4.8160  0.311
H  -7.7218  -9.0591  4.1813  0.342
C  -3.6453  8.7203  4.3411  -0.786
O  -4.3432  7.5968  4.8792  -0.232
C  -3.6023  6.3545  4.5179  -0.610
C  -4.5585  5.1907  4.9691  -0.606
N  -4.5006  5.0145  6.4611  -0.349
C  -5.3777  5.8587  7.2584  -0.332
C  -6.7462  5.4253  7.0917  -0.350
O  -7.6783  6.3875  7.6606  -0.314
C  -8.9977  5.9523  8.0269  -0.725
H  -3.8923  8.7007  3.2796  0.295
H  -2.5860  8.8209  4.5777  0.311
H  -4.1003  9.5551  4.8740  0.234
H  -2.6531  6.3589  5.0537  0.354
H  -3.4513  6.3247  3.4388  0.447
H  -4.0289  4.4141  4.4174  0.371
H  -5.5827  5.3215  4.6201  0.210
H  -3.5431  5.1906  6.7302  0.265
H  -5.4336  6.9339  7.0882  0.256
H  -5.0430  5.6875  8.2816  0.309
H  -6.7514  4.4507  7.5798  0.285
H  -6.9617  5.2561  6.0367  0.130
H  -9.6382  5.5302  7.2525  0.288
H  -9.4770  6.8516  8.4136  0.235
H  -8.8825  5.1833  8.7908  0.314
C  11.1533  -2.7647  1.8686  -0.694
O  12.1380  -3.0562  2.7779  -0.330
C  12.6357  -2.1125  3.7434  -0.809
C  14.1498  -2.1486  3.8315  -0.382
N  14.8481  -1.4851  2.7478  -0.348
C  16.3392  -1.8441  2.8686  -0.690
C  17.1315  -1.4475  4.1294  -0.271
O  18.4392  -1.9859  4.2959  -0.342
C  19.0612  -1.9244  5.5261  -0.639
H  11.6210  -2.1458  1.1028  0.274
H  10.2809  -2.3051  2.3332  0.309
H  10.7606  -3.6350  1.3428  0.230
H  12.0789  -2.4090  4.6323  0.361
H  12.2282  -1.1186  3.5582  0.426
H  14.5504  -3.1316  4.0793  0.358
H  14.3813  -1.5144  4.6872  0.312
H  14.5413  -1.6919  1.8080  0.250
H  16.7179  -1.1246  2.1427  0.336
H  16.5951  -2.8481  2.5299  0.325
H  16.5264  -1.8446  4.9444  0.283
H  17.1782  -0.3632  4.2302  0.262
H  19.6374  -2.8466  5.4507  0.213
H  18.2812  -1.9593  6.2866  0.336
H  19.7933  -1.1225  5.6219  0.227
C  -1.3678  7.6139  11.9806  -0.813
O  -0.5166  8.3474  10.9945  -0.355
C  0.6553  7.6419  10.6455  -0.720
C  1.5351  8.4294  9.6113  -0.083
N  2.2910  7.4649  8.8385  -0.326
C  3.5243  7.7751  8.0510  -0.691
C  3.3841  9.1104  7.2751  -0.603
O  3.8268  10.1375  8.1213  -0.350
C  3.1298  11.4621  7.7907  -0.714
H  -2.0381  6.8913  11.5151  0.298
H  -2.0684  8.1801  12.5943  0.311
H  -0.8830  6.8962  12.6424  0.319
H  0.3309  6.6838  10.2394  0.383
H  1.2077  7.2699  11.5084  0.400
H  2.1761  9.0621  10.2252  0.141
H  0.9420  8.9624  8.8682  0.188
H  2.3915  6.5574  9.2702  0.216
H  3.7488  7.0273  7.2905  0.426
H  4.4573  7.8196  8.6128  0.285
H  2.3461  9.0475  6.9486  0.340
H  3.9200  9.0820  6.3263  0.482
H  3.3654  11.6184  6.7380  0.331
H  3.4906  12.2637  8.4351  0.239
H  2.0529  11.3345  7.6804  0.296
C  -2.0254  6.9464  -14.7590  -0.772
O  -1.8520  7.6072  -13.4927  -0.311
C  -1.0751  6.9764  -12.4700  -0.381
C  -1.4707  7.6693  -11.0837  -0.591
N  -0.9541  6.8945  -9.9623  -0.256
C  -1.2866  7.3654  -8.6404  -0.710
C  -0.7105  6.4295  -7.5377  -0.559
O  -1.2310  5.1045  -7.5622  -0.316
C  -1.3432  4.5173  -6.3098  -0.771
H  -1.1188  6.6144  -15.2650  0.298
H  -2.5098  7.5509  -15.5259  0.289
H  -2.8065  6.1884  -14.7017  0.306
H  0.0056  6.9779  -12.6117  0.339
H  -1.3102  5.9144  -12.3993  0.286
H  -2.5525  7.8031  -11.0899  0.316
H  -1.0501  8.6685  -10.9704  0.246
H  -1.1200  5.9006  -9.8939  0.239
H  -2.3648  7.4181  -8.4890  0.338
H  -0.8898  8.3682  -8.4824  0.355
H  -1.0235  6.9249  -6.6186  0.434
H  0.3703  6.4894  -7.4099  0.352
H  -1.3528  3.4343  -6.4320  0.229
H  -2.2683  4.6206  -5.7428  0.302
H  -0.5278  4.7653  -5.6302  0.339
C  -0.2137  -4.9765  -0.7442  -0.671
O  0.3770  -3.7888  -1.1431  -0.293
C  1.3456  -3.0799  -0.3809  -0.375
C  1.7594  -1.7958  -1.1482  -0.742
N  2.4475  -0.8547  -0.3223  -0.405
C  1.7584  -0.2710  0.8755  -0.492
C  2.4192  1.0952  1.1440  -0.744
O  1.7945  1.9784  0.3357  -0.291
C  2.4244  3.1964  0.2263  -0.825
H  -0.6226  -4.7997  0.2506  0.265
H  0.6050  -5.6938  -0.8021  0.279
H  -1.0318  -5.3217  -1.3765  0.221
H  2.2490  -3.6893  -0.4039  0.256
H  0.9030  -2.9395  0.6052  0.347
H  0.9182  -1.1623  -1.4295  0.417
H  2.2125  -2.0445  -2.1078  0.376
H  2.8386  -0.0769  -0.8343  0.261
H  1.8417  -0.9118  1.7533  0.314
H  0.6944  -0.1155  0.6966  0.309
H  3.5019  1.2208  1.1381  0.460
H  2.1948  1.3199  2.1867  0.415
H  2.9596  3.5613  1.1030  0.368
H  1.6052  3.9106  0.1437  0.268
H  3.0503  3.3693  -0.6491  0.283
C  -0.6162  -7.6159  -7.7184  -1.307
C  0.8126  -7.0889  -7.6828  0.596
C  1.8400  -8.2048  -7.7580  -1.274
O  1.0005  -6.3451  -8.7973  -0.550
H  -0.7879  -8.4261  -8.4270  0.321
H  -1.4224  -6.8836  -7.7600  0.328
H  -0.7224  -8.1700  -6.7857  0.351
H  0.7932  -6.4629  -6.7907  0.208
H  1.6821  -8.7504  -6.8276  0.365
H  2.8478  -7.7948  -7.6928  0.315
H  1.8657  -8.9343  -8.5675  0.342
H  0.5988  -5.4732  -8.7991  0.305
C  5.1105  -5.6112  7.1890  -1.364
C  4.0480  -6.4850  6.4957  0.492
C  4.1264  -6.3675  4.9750  -1.180
O  4.2084  -7.8214  6.8678  -0.519
H  5.1512  -4.5386  6.9996  0.356
H  6.1082  -6.0143  7.0152  0.377
H  4.8713  -5.5557  8.2510  0.364
H  3.0666  -6.2042  6.8780  0.228
H  4.2694  -5.3753  4.5470  0.338
H  3.1496  -6.5436  4.5245  0.315
H  4.9343  -7.0437  4.6956  0.276
H  5.1172  -7.9261  7.1586  0.315
C  -5.5970  -3.1429  -4.3321  -1.138
C  -6.8945  -2.7405  -5.0484  0.560
C  -8.1388  -3.5694  -4.5831  -1.471
O  -7.2020  -1.4754  -4.6825  -0.559
H  -5.5425  -4.1935  -4.0466  0.318
H  -5.4605  -2.4778  -3.4794  0.309
H  -4.7832  -2.9840  -5.0396  0.277
H  -6.8924  -2.5687  -6.1248  0.252
H  -7.8837  -4.5817  -4.8966  0.356
H  -8.9954  -3.2334  -5.1674  0.470
H  -8.2843  -3.5099  -3.5045  0.338
H  -8.1514  -1.3348  -4.6608  0.289
C  3.6221  14.5611  -0.8217  -1.144
C  2.1296  14.1691  -1.0027  0.442
C  1.7747  12.6361  -1.0143  -1.128
O  1.3644  14.9191  -0.0960  -0.551
H  4.3249  14.1145  -1.5251  0.327
H  3.9624  14.3668  0.1955  0.329
H  3.6473  15.6288  -1.0393  0.275
H  1.7463  14.4377  -1.9871  0.226
H  2.3002  12.0877  -1.7961  0.295
H  0.6887  12.5888  -1.0947  0.314
H  2.1625  12.1842  -0.1012  0.291
H  0.4553  14.9378  -0.4038  0.324
C  0.2294  -11.8608  4.3291  -1.274
C  -0.2722  -12.0449  5.7670  0.295
C  0.4384  -13.2119  6.4298  -1.258
O  -0.0768  -10.8142  6.3960  -0.531
H  -0.0950  -10.9093  3.9079  0.350
H  -0.0709  -12.6586  3.6498  0.333
H  1.3070  -11.6973  4.3414  0.353
H  -1.3555  -12.1304  5.6818  0.345
H  -0.0927  -14.1119  6.1200  0.374
H  0.2175  -13.2144  7.4971  0.351
H  1.4516  -13.4551  6.1098  0.317
H  0.8809  -10.7655  6.3522  0.345
C  -0.7449  0.4315  -10.5564  -1.231
C  -1.7777  -0.3941  -9.9734  0.576
C  -2.7111  -1.1479  -11.0227  -1.311
O  -1.1121  -1.2740  -9.1599  -0.534
H  -0.2425  1.0533  -9.8154  0.355
H  -1.1399  1.2323  -11.1816  0.340
H  0.1200  -0.0700  -10.9906  0.310
H  -2.4428  0.1386  -9.2937  0.173
H  -3.1562  -0.4608  -11.7424  0.354
H  -3.5495  -1.6664  -10.5578  0.316
H  -2.0829  -1.8409  -11.5824  0.339
H  -0.7627  -0.7047  -8.4704  0.313

Cartesian forces (eV/Å) of the 6 atoms listed first:
0.3166 -0.0795 1.8253
0.6580 0.7129 -0.4598
-0.9410 1.6671 -0.7756
0.5052 -1.1301 0.4542
-1.7464 0.0614 -0.7167
2.1852 -1.1083 1.6903